The following is a quantum chemistry calculation of a cluster of 2 separate species, C9H13NO in total in a non-equilibrium geometry, from the OMol25 dataset.

Structure (XYZ):
```
24
Properties=species:S:1:pos:R:3:forces:R:3:nbo_charge:R:1
C -1.323202 -1.527419 -2.196248 0.645 -2.647 0.766 -0.22
C -1.214957 -2.574800 -1.182291 1.358 1.770 -3.173 -0.22
C -1.681065 -2.460126 0.066520 -0.539 -2.361 4.035 -0.22
C -2.647029 -1.463990 0.476837 -0.600 1.105 -3.748 -0.24
C -2.882550 -0.518392 -0.621572 1.027 2.003 2.268 -0.21
C -2.136734 -0.515414 -1.891330 -2.421 4.362 2.083 -0.24
C 2.175184 2.191822 -0.933290 -2.809 -0.919 1.483 -0.70
C 2.483193 1.847866 0.606809 -3.279 -1.541 -2.210 0.70
C 1.281965 0.785504 2.610632 -5.149 -3.835 -5.716 -0.39
H -0.712447 -1.616665 -3.102998 -0.443 0.163 0.360 0.23
H -0.559923 -3.382283 -1.461122 0.147 -0.266 0.268 0.21
H -1.197444 -3.330919 0.772451 -1.864 2.335 -1.303 0.22
H -3.402397 -1.416903 1.317689 1.801 -0.258 -0.619 0.25
H -3.331969 0.588633 -0.275157 0.584 -3.364 -1.227 0.22
H -2.234315 0.559786 -2.381470 0.375 -2.791 0.324 0.23
H 0.850934 2.033313 -0.932055 4.328 0.350 -0.706 0.21
H 2.764437 1.532938 -1.636640 -1.020 0.673 0.739 0.24
H 2.353404 3.252092 -1.129267 0.151 -0.268 0.030 0.23
H 0.611771 0.378525 0.628046 3.072 2.140 0.123 0.42
H 1.988457 1.224670 3.110721 4.546 1.622 2.744 0.21
H 0.336108 1.310375 2.904293 0.545 -0.481 -0.572 0.18
H 1.102191 -0.350460 2.597065 0.591 1.728 1.515 0.20
N 1.516671 0.864614 1.047389 -1.108 0.418 2.530 -0.70
O 3.310707 2.321786 1.330039 0.064 0.062 0.006 -0.59
```
Forces are in eV/Å.

Properties
**SMILES**: CNC(C)=O.c1ccccc1
**Energy relative to the best compared isomer or geometry (same formula, charge and spin)**: 4.817 eV
**Total energy**: -13077.2551 eV
**Gap between HOMO and LUMO**: 9.921 eV


The following is a quantum chemistry calculation of a cluster of 2 separate species, C9H13NO in total in a non-equilibrium geometry, from the OMol25 dataset.

Structure (XYZ):
```
24
Properties=species:S:1:pos:R:3:forces:R:3:nbo_charge:R:1
C -1.566811 1.114573 -1.047302 -0.383 -0.057 1.076 -0.71
C -0.529492 1.207395 -2.090574 -0.453 -1.063 -1.074 0.66
C 1.793347 1.853550 -2.589816 -0.124 1.719 0.020 -0.43
C -1.038003 -1.341553 1.118470 -0.047 0.676 0.599 -0.22
C 0.019939 -0.458987 0.880378 -0.459 -0.976 0.493 -0.21
C 1.112677 -0.402704 1.747852 0.544 1.569 -2.716 -0.21
C 1.149093 -1.243860 2.781475 0.551 -1.664 2.877 -0.22
C 0.086479 -2.137821 3.103054 -0.111 0.682 0.766 -0.21
C -1.053624 -2.139581 2.292249 1.001 0.310 -1.016 -0.21
H -1.276176 1.552584 -0.083406 -0.464 0.113 -0.366 0.21
H -1.769100 0.056741 -0.902342 0.019 0.047 -0.022 0.24
H -2.491107 1.497051 -1.412682 -0.627 0.680 -0.278 0.25
H 0.799479 1.988590 -0.752340 -0.249 0.191 0.400 0.39
H 1.603378 1.450913 -3.552735 -0.961 0.093 -0.961 0.24
H 2.198457 2.889338 -2.673020 -0.486 -0.651 -0.085 0.20
H 2.611105 1.249223 -2.319881 0.934 -0.925 1.327 0.20
H -1.915635 -1.259394 0.448463 0.591 -0.521 0.601 0.21
H -0.055383 0.154490 0.016966 0.544 0.005 -0.069 0.20
H 1.986359 0.271223 1.500146 -1.140 -0.790 0.468 0.21
H 2.053096 -1.174679 3.416510 -0.755 -0.389 -0.132 0.21
H 0.110454 -2.667249 4.099272 0.027 0.365 -1.463 0.22
H -1.906456 -2.781199 2.446110 -0.019 -0.080 0.368 0.22
N 0.620659 1.820383 -1.718150 1.091 -0.302 -1.365 -0.61
O -0.766841 0.665449 -3.172342 0.978 0.969 0.553 -0.63
```
Forces are in eV/Å.

Properties
**SMILES**: CNC(C)=O.c1ccccc1
**Energy relative to the best compared isomer or geometry (same formula, charge and spin)**: 1.253 eV
**Total energy**: -13080.8184 eV
**Gap between HOMO and LUMO**: 10.139 eV


The following is a quantum chemistry calculation of a cluster of 2 separate species, C9H13NO in total in a non-equilibrium geometry, from the OMol25 dataset.

Structure (XYZ):
```
24
Properties=species:S:1:pos:R:3:forces:R:3:nbo_charge:R:1
C 0.031913 2.746226 1.683941 0.912 -1.372 -1.682 -0.73
C -1.140245 2.971326 0.724209 0.107 -0.660 -2.467 0.69
O -2.315736 2.992772 1.037983 1.308 0.276 -0.158 -0.59
N -0.740028 3.017855 -0.688175 0.631 -0.214 3.398 -0.87
H -0.127767 3.283029 2.608298 0.172 -0.200 0.187 0.25
H 0.997781 2.964014 1.171268 -0.663 0.771 0.527 0.21
H -1.409376 3.178191 -1.389767 -0.911 0.143 -0.588 0.39
H 0.237194 3.006480 -0.960994 -0.510 0.083 0.272 0.38
H 0.236273 1.631643 1.779899 -1.047 1.123 0.490 0.25
C 1.312205 -0.694661 -1.995010 -5.597 0.645 -2.836 -0.62
C 0.713590 -2.444625 1.128078 2.078 -0.133 0.859 -0.17
C 1.443469 -1.784679 0.130830 -7.860 -1.600 1.442 -0.25
C -0.649124 -2.718565 1.046743 -0.734 -1.231 4.124 -0.26
C 0.524530 -1.359717 -0.912858 3.196 -0.059 -1.123 0.00
C -1.499458 -2.240314 0.136994 2.050 1.583 -5.769 -0.16
C -0.814942 -1.645043 -1.114694 0.744 -1.090 6.273 -0.22
H 1.248330 -2.745441 2.092445 -0.757 0.111 -1.530 0.20
H 2.422133 -1.806841 0.365143 3.463 1.028 -0.592 0.22
H -1.034667 -3.282319 1.971783 0.241 0.943 -1.537 0.21
H -2.544801 -2.327057 0.046294 -1.044 -0.488 0.541 0.22
H 0.956399 -1.155046 -2.981502 1.113 0.826 1.015 0.21
H 2.280546 -0.665676 -1.838674 4.945 -0.933 0.486 0.20
H -1.268748 -1.309721 -1.986711 -1.072 0.474 -1.227 0.21
H 1.140524 0.388178 -2.055527 -0.766 -0.025 -0.104 0.20
```
Forces are in eV/Å.

Properties
**SMILES**: Cc1ccccc1.CC(N)=O
**Energy relative to the best compared isomer or geometry (same formula, charge and spin)**: 2.662 eV
**Total energy**: -13079.4100 eV
**Gap between HOMO and LUMO**: 9.716 eV


The following is a quantum chemistry calculation of the ion C9H13NOP with charge +1 in a non-equilibrium geometry, from the OMol25 dataset.

Structure (XYZ):
```
25
Properties=species:S:1:pos:R:3:forces:R:3:nbo_charge:R:1
C -1.310002 3.013456 0.111322 -2.129 -1.107 0.971 -0.18
C -0.077614 2.890492 -0.474044 2.120 1.216 -1.161 -0.17
C -1.932209 1.844327 0.653616 1.232 0.059 -2.021 -0.16
C 0.559660 1.657956 -0.620972 -0.261 0.791 0.151 -0.22
C -1.377903 0.599674 0.408698 -1.227 1.068 1.693 -0.23
C -0.169100 0.559285 -0.202234 2.694 -1.624 0.653 -0.13
C -0.236404 -2.303933 -1.615625 0.192 0.739 -0.247 -0.62
C -0.223995 -2.007731 -0.096580 2.088 -0.432 -1.118 -0.44
C 0.586833 -0.693710 0.089527 1.532 -1.461 -0.107 -0.16
N 1.073180 -0.747623 1.618812 -1.280 0.330 0.482 -0.73
O 3.284864 -0.790712 0.122360 -0.683 0.178 -0.942 -0.99
P 2.274338 -0.653454 -0.975531 0.139 -0.597 1.651 1.39
H -1.936130 3.911949 0.171119 0.931 -0.004 -0.014 0.25
H 0.565049 3.732500 -0.839780 -1.278 -0.362 0.460 0.24
H -2.868165 1.778774 1.107798 -1.412 0.888 0.873 0.23
H 1.634613 1.661120 -0.980794 -1.488 -0.196 0.371 0.23
H -1.773323 -0.281275 0.954763 0.028 0.683 -0.813 0.22
H 0.646479 -2.843880 -1.816045 1.546 -0.294 -0.722 0.21
H -0.978037 -3.010286 -2.042623 -0.219 0.949 0.702 0.26
H -0.210484 -1.283568 -2.130526 -0.336 -1.635 0.183 0.22
H -1.231046 -1.858985 0.056920 -2.095 0.272 1.495 0.23
H 0.214332 -2.826552 0.547332 -0.713 0.595 -0.923 0.21
H 0.329353 -0.278192 2.227031 1.014 -1.126 -0.895 0.45
H 1.188350 -1.763838 1.834352 -0.279 1.103 0.173 0.44
H 1.967361 -0.305797 1.891105 -0.116 -0.031 -0.894 0.46
```
Forces are in eV/Å.

Properties
**SMILES**: CC[C@@]([NH3+])(P=O)c1ccccc1
**Energy relative to the best compared isomer or geometry (same formula, charge and spin)**: 1.510 eV
**Total energy**: -22362.0499 eV
**Gap between HOMO and LUMO**: 8.642 eV
**Total charge**: +1


The following is a quantum chemistry calculation of a structure of composition C9H13NORu in a non-equilibrium geometry, from the OMol25 dataset.

Structure (XYZ):
```
25
Properties=species:S:1:pos:R:3:forces:R:3:nbo_charge:R:1
C -0.725258 0.637846 -1.983892 -0.234 1.154 -0.061 -0.34
C 0.678770 0.783449 -1.751804 0.558 0.504 -0.793 -0.30
C 0.872024 1.593029 -0.609545 -0.008 1.599 -0.273 -0.32
C -0.417706 1.984070 -0.118381 0.256 0.427 -0.993 -0.28
C -1.415697 1.414315 -0.986643 1.399 0.671 -0.541 -0.28
Ru -0.356379 -0.443364 -0.040930 0.382 0.464 0.181 0.72
N -1.896417 -0.208577 1.063598 -2.313 -0.852 0.125 -0.89
C -0.074858 -2.238597 -0.755279 -0.720 -3.348 -0.673 -0.65
C 1.234581 -1.850237 -0.989995 1.754 -0.764 -0.908 -0.48
H 1.840131 1.887763 -0.184596 -0.638 -0.347 -0.196 0.23
H 1.475853 0.339447 -2.355124 -0.488 0.397 0.323 0.23
H -0.613103 2.616249 0.750901 0.056 -0.417 -0.329 0.23
H -2.473645 1.541801 -0.903984 -0.288 -0.102 0.136 0.23
H -1.194600 0.073071 -2.788549 0.156 0.193 0.233 0.22
H 1.602275 -1.703256 -2.029209 -0.357 0.155 0.901 0.18
H -0.248016 -2.916212 0.069563 -0.368 -0.374 -0.030 0.21
H -2.476918 -0.781471 0.415506 -0.515 -0.130 0.550 0.29
H 2.018678 -2.190639 -0.283281 -0.608 0.524 -0.433 0.21
H -0.832203 -2.172373 -1.529261 0.014 -0.766 -0.353 0.21
C 0.144792 0.417314 2.757201 -0.288 0.301 0.804 -0.80
C 0.918079 -0.128859 1.580474 0.271 0.593 0.600 0.34
O 2.122311 -0.288531 1.554772 0.328 0.002 0.865 -0.65
H -0.946166 0.473348 2.559962 1.001 0.004 0.070 0.27
H 0.499632 1.433463 2.961949 0.285 -0.116 0.428 0.20
H 0.263841 -0.273050 3.596548 0.362 0.228 0.367 0.20
```
Forces are in eV/Å.

Properties
**Energy relative to the best compared isomer or geometry (same formula, charge and spin)**: 2.010 eV
**Total energy**: -15655.4464 eV
**Gap between HOMO and LUMO (spin up / spin down)**: 4.015 / 6.742 eV
**Multiplicity**: 6
**Total charge**: -1


The following is a quantum chemistry calculation of a cluster of 2 separate species, C9H13O in total in a non-equilibrium geometry, from the OMol25 dataset.

Structure (XYZ):
```
23
Properties=species:S:1:pos:R:3:forces:R:3:nbo_charge:R:1
C 3.235537 0.053034 -0.419078 -0.528 1.545 -0.277 -0.16
C 2.704786 -1.072426 0.130926 0.267 -2.970 0.511 -0.21
C 2.466515 1.301232 -0.365193 0.966 -3.852 -1.057 -0.18
C 1.380930 -1.137597 0.581886 0.056 1.059 1.127 -0.18
C 1.167991 1.250216 0.033093 -0.705 -1.281 1.697 -0.20
C 0.612004 0.030652 0.587271 1.375 0.339 -1.376 -0.17
C -1.474787 -0.561948 -1.306025 0.608 -1.282 3.034 -0.21
C -3.016039 0.450462 0.321924 -3.008 1.664 0.412 -0.31
C -0.784960 -0.099728 0.959506 0.054 4.159 4.342 -0.01
O -1.676479 0.252655 -0.084000 0.488 0.823 -1.076 -0.34
H 4.184157 -0.029423 -0.976296 -0.425 0.451 0.684 0.24
H 3.246582 -2.082885 0.229688 -0.450 1.920 -0.536 0.24
H 2.881252 2.051529 -0.956055 0.444 1.788 -0.265 0.23
H 1.038782 -2.044052 1.106301 -0.027 0.396 -0.601 0.23
H 0.571123 2.135443 0.084171 -0.347 0.468 -0.236 0.22
H -0.575405 -0.315483 -1.704668 2.643 1.205 -1.087 0.23
H -1.370019 -1.588852 -0.998641 -0.729 -0.511 -0.023 0.22
H -2.234823 -0.273816 -1.886085 -2.906 0.413 -2.374 0.21
H -3.189730 1.483429 0.757999 1.178 -1.305 0.391 0.25
H -3.616398 0.716014 -0.604080 0.471 -1.683 0.865 0.25
H -3.324922 -0.370347 1.058913 0.039 1.148 -1.531 0.24
H -1.196472 0.907730 2.162517 1.107 -2.836 -3.453 0.20
H -1.029623 -1.055850 1.285917 -0.571 -1.657 0.828 0.20
```
Forces are in eV/Å.

Properties
**Energy relative to the best compared isomer or geometry (same formula, charge and spin)**: 3.437 eV
**Total energy**: -11579.7558 eV
**Gap between HOMO and LUMO**: 9.417 eV
**Total charge**: +1